One molecule with the formula C22H19N3O3 in a non-equilibrium geometry, computed with wB97M-V/def2-TZVPD.

Frontier orbital gap in hartree: 0.3102
DFT total energy in Eh: -1239.7220
Relative energy (zero: lowest compared OMol25 entry of this formula, charge and spin) in eV: 1.5617
SMILES: Cc1ccc(OC(=O)COc2ccccc2C)c(-n2nc3ccccc3n2)c1
HOMO energy in Ha: -0.3081

Positions of all 47 atoms, in Å:
H: -5.297 1.005 -1.108
C: -2.081 3.618 -0.030
H: 3.870 -2.891 0.372
C: 6.232 1.107 0.075
C: -0.627 1.389 0.682
H: -2.802 -1.984 2.526
C: -0.562 -2.814 -0.646
C: 3.840 -1.815 0.305
N: 0.302 0.441 0.848
H: -0.175 -3.745 -0.220
C: 2.605 -1.186 0.245
H: -3.319 0.757 -2.569
H: -2.694 4.468 -0.290
H: 3.649 2.011 0.004
H: -4.575 -1.905 2.488
C: -0.055 2.409 -0.144
C: -4.604 -0.444 0.309
H: 6.035 2.131 -0.228
C: 5.004 -1.072 0.265
C: -3.611 -1.339 0.662
C: -2.631 2.629 0.813
C: 4.964 0.314 0.137
C: -0.803 3.535 -0.510
N: 1.202 2.046 -0.420
H: -3.640 2.763 1.172
H: -2.341 0.762 1.831
C: -3.409 0.169 -1.668
C: 0.605 -1.830 -0.774
C: -3.686 -2.156 1.915
H: 5.958 -1.575 0.316
C: -1.927 1.517 1.184
C: 3.729 0.939 0.093
N: 1.336 0.891 0.179
C: -4.512 0.310 -0.850
C: -2.498 -1.479 -0.181
H: 6.711 1.122 1.053
H: -0.373 4.294 -1.144
O: 1.469 -1.986 0.232
H: 6.929 0.658 -0.629
H: -3.708 -3.217 1.670
O: -1.567 -2.396 0.239
H: -0.965 -2.997 -1.651
C: -2.402 -0.725 -1.340
C: 2.551 0.205 0.163
H: -5.465 -0.335 0.954
H: -1.543 -0.806 -1.986
O: 0.758 -1.071 -1.693